Computed, not measured: an isolated molecule of C3H9N5 at a distorted geometry, with ωB97M-V with the def2-TZVPD basis set.

Summary:
* energy above the lowest of the compared OMol25 structures with the same formula, charge and spin: 63.05 kcal per mole
* SMILES: [H]/N=C(/N)N(N)/C=N/C
* highest occupied orbital energy: -8.181 eV

XYZ file:
```
17
Properties=species:S:1:pos:R:3:forces:R:3
H -0.729 -2.765 0.518 0.150 -0.437 0.237
N -0.355 -2.829 -0.422 -0.872 -1.444 0.454
C 0.016 -1.688 -0.773 0.242 1.024 0.855
N 0.152 -1.392 -2.103 1.853 -0.286 -2.815
N 0.264 -0.638 0.155 -0.320 -1.550 -2.460
N 0.505 -0.878 1.479 -0.168 -1.876 2.775
C -0.087 0.635 -0.132 1.226 2.077 2.584
N 0.114 1.515 0.744 0.645 -0.146 1.599
C -0.075 2.942 0.732 -2.137 -1.046 -1.461
H 1.080 -0.993 -2.462 -1.888 -0.568 1.159
H -0.077 -2.247 -2.694 0.283 1.559 1.319
H -0.271 -0.479 2.025 0.426 0.210 -0.245
H 0.488 -1.897 1.754 0.279 1.385 -1.191
H -0.532 0.835 -1.018 -1.212 0.155 -3.242
H -1.161 3.157 0.505 0.989 0.209 -0.121
H 0.088 3.345 1.705 0.469 0.253 0.616
H 0.580 3.378 -0.014 0.035 0.479 -0.064
```
Forces are in eV/Å.